No. 1
C50H60N8OPSn | the ωB97M-V functional and the def2-TZVPD basis

Structure (XYZ):
```
121
Properties=species:S:1:pos:R:3:forces:R:3
Sn -0.096363 0.220878 0.842467 -0.177 0.995 -0.139
C 4.082602 -2.503686 1.527901 -0.103 0.039 -0.035
C 2.694899 -1.912196 1.805130 0.003 -0.045 0.015
C 1.830923 -2.085391 0.554994 0.559 -0.135 0.042
C 2.804711 -0.432131 2.199492 0.124 0.012 0.123
C 3.848482 -0.141349 3.296010 -0.054 -0.008 -0.144
O 3.099403 0.489776 4.344021 -0.193 0.056 -0.065
C 1.821066 0.584142 3.930134 0.144 0.182 0.255
N 1.550303 0.123891 2.770152 0.245 -0.368 0.203
C 0.957173 1.260673 4.934517 0.016 -0.054 0.105
C 1.438567 1.282245 6.249560 0.040 -0.018 -0.082
C 0.746774 1.929642 7.254981 -0.012 -0.003 0.000
C -0.435268 2.595462 6.964824 0.013 0.009 0.023
C -0.920457 2.583675 5.670972 0.031 -0.032 -0.050
C -0.249740 1.907519 4.651689 -0.037 -0.049 -0.161
P -1.057706 1.885415 3.012986 -0.350 0.066 0.110
C -2.689661 1.167064 3.383158 0.013 0.059 0.029
C -2.857318 0.302656 4.463014 -0.030 0.056 -0.002
C -4.033783 -0.418643 4.606998 -0.017 -0.001 0.011
C -5.054103 -0.288369 3.676638 -0.002 -0.011 0.028
C -4.895784 0.570071 2.597178 0.028 0.018 -0.025
C -3.718122 1.286114 2.446688 0.008 -0.020 0.031
C -1.312719 3.664956 2.694043 0.086 -0.050 -0.053
C -0.166848 4.376835 2.324679 -0.052 0.014 0.049
C -0.239476 5.730990 2.041206 -0.004 0.004 -0.015
C -1.462944 6.387154 2.109140 0.001 0.003 0.022
C -2.603680 5.686881 2.471250 -0.012 -0.024 -0.018
C -2.532832 4.329623 2.763791 -0.011 0.008 0.020
H 3.973544 -3.483812 1.065171 0.038 -0.017 0.001
H 4.677831 -2.643023 2.428483 0.006 0.050 0.006
H 4.646390 -1.869611 0.836412 -0.014 -0.016 -0.014
H 2.232259 -2.446027 2.642322 0.038 -0.037 -0.004
H 2.174680 -1.414937 -0.241916 0.009 -0.290 0.303
H 0.777353 -1.895041 0.748012 -0.061 -0.423 0.003
H 1.903325 -3.107174 0.180787 -0.095 -0.047 0.035
H 3.037625 0.130649 1.287292 0.040 0.029 0.007
H 4.625447 0.551463 2.977451 0.014 -0.028 0.009
H 4.307979 -1.035356 3.705943 -0.008 -0.040 0.041
H 2.367868 0.783172 6.475953 0.007 -0.008 0.017
H 1.137173 1.919604 8.263720 -0.010 0.001 -0.007
H -0.979441 3.114896 7.742646 0.013 0.003 -0.008
H -1.847750 3.093502 5.440330 -0.009 0.007 0.015
H -2.060985 0.166879 5.184279 -0.035 -0.009 0.000
H -4.144587 -1.095186 5.444491 -0.006 -0.004 -0.014
H -5.966453 -0.858789 3.788954 0.014 -0.007 -0.006
H -5.687663 0.673978 1.866333 0.002 0.013 0.010
H -3.596971 1.940116 1.591990 -0.016 -0.001 -0.018
H 0.789842 3.864894 2.276796 0.010 0.015 -0.029
H 0.654452 6.274170 1.762884 0.004 0.004 0.023
H -1.524843 7.445432 1.892271 0.009 -0.007 -0.018
H -3.555785 6.197744 2.533655 0.005 -0.001 0.003
H -3.428037 3.796183 3.055766 0.005 0.015 0.020
C 5.587286 -0.200140 -4.154881 -0.057 -0.007 0.007
C 4.302488 -1.010472 -4.331724 -0.001 0.017 -0.059
C 3.755721 -0.768919 -5.748763 0.014 -0.004 0.052
C 4.633235 -2.498667 -4.150126 -0.011 0.021 0.010
C 3.224007 -0.596651 -3.337447 0.036 -0.009 0.002
C 3.342481 0.511480 -2.502760 0.037 -0.029 0.073
C 2.302215 0.822122 -1.642833 -0.077 -0.097 -0.134
N 1.177634 0.122502 -1.582684 -0.190 0.113 -0.465
C 1.033969 -0.940092 -2.378649 -0.117 0.178 0.007
C 2.039147 -1.325639 -3.253007 -0.052 -0.076 -0.047
C -0.263963 -1.680306 -2.258718 -0.178 0.029 0.082
C -0.612646 -2.662539 -3.167460 0.025 -0.075 -0.089
C -1.816476 -3.360522 -3.057479 0.059 0.036 -0.014
C -2.648522 -2.997234 -2.009033 -0.037 -0.024 0.001
C -2.246480 -1.996537 -1.141810 0.224 0.110 0.032
N -1.086766 -1.347010 -1.242072 0.228 0.037 -0.048
C -2.152659 -4.460887 -4.052197 -0.021 -0.051 -0.046
C -2.181490 -3.870245 -5.469726 -0.011 0.005 0.035
C -1.068238 -5.546687 -3.966685 -0.012 0.022 0.013
C -3.510909 -5.099234 -3.758099 0.047 0.026 0.003
H 6.321350 -0.523742 -4.892871 0.006 -0.013 0.015
H 6.019849 -0.348682 -3.163327 0.010 0.029 -0.004
H 5.418407 0.866489 -4.311225 0.018 -0.001 0.006
H 4.505706 -1.047871 -6.490484 -0.008 -0.007 0.005
H 3.507076 0.284351 -5.891533 0.002 -0.011 -0.024
H 2.857282 -1.359857 -5.934517 0.007 0.007 -0.012
H 5.468631 -2.770188 -4.796499 -0.011 -0.006 -0.007
H 3.792577 -3.141173 -4.414333 0.005 -0.003 0.018
H 4.917114 -2.712416 -3.117993 0.021 -0.012 -0.008
H 4.231896 1.124249 -2.499529 -0.006 0.004 -0.017
H 2.365815 1.671586 -0.968089 -0.004 0.028 -0.009
H 1.906988 -2.200526 -3.874386 0.052 0.044 0.027
H 0.059242 -2.891855 -3.982819 -0.057 -0.021 0.028
H -3.600924 -3.479185 -1.845050 0.009 0.010 0.007
H -2.884621 -1.707261 -0.316579 -0.022 0.014 0.093
H -1.227450 -3.417709 -5.744275 -0.006 -0.010 -0.002
H -2.958511 -3.108608 -5.557609 0.011 -0.001 -0.011
H -2.395553 -4.660427 -6.190394 -0.004 0.005 -0.007
H -0.088023 -5.165256 -4.257677 -0.006 -0.003 0.005
H -1.319132 -6.369607 -4.637055 0.010 0.002 -0.006
H -0.993185 -5.943104 -2.952479 -0.002 -0.012 -0.014
H -4.319546 -4.368239 -3.816314 -0.006 -0.018 0.009
H -3.530277 -5.568561 -2.772859 -0.021 0.003 -0.008
H -3.712183 -5.873911 -4.497987 -0.002 -0.003 0.001
N -1.360217 -1.161320 2.056598 -0.046 0.018 -0.150
C -1.730489 -2.085324 2.659894 0.109 -0.163 -0.012
C -2.116521 -3.171141 3.395619 -0.060 -0.130 0.127
C -3.345292 -3.819879 3.106422 0.048 0.001 0.069
N -4.344076 -4.345745 2.872663 -0.003 0.075 -0.055
C -1.244781 -3.617707 4.425462 -0.058 -0.093 -0.079
N -0.519451 -3.985488 5.242697 0.013 0.107 -0.001
C 0.301440 4.656376 -1.725461 -0.002 0.004 -0.002
C -0.835568 3.646549 -1.840699 -0.054 0.061 -0.029
C -0.699231 2.851832 -3.135781 0.015 -0.065 0.057
C -2.180809 4.379010 -1.796408 0.063 -0.037 0.007
N -0.662492 2.736972 -0.682001 -0.057 0.029 -0.018
N -1.693209 1.759444 -0.506474 -0.088 0.159 -0.077
H 0.329494 5.295142 -2.607990 -0.006 0.021 0.013
H 1.260432 4.142440 -1.639171 -0.004 0.004 -0.013
H 0.165288 5.296581 -0.849793 0.028 -0.034 -0.005
H -0.723450 3.529492 -3.989200 -0.017 -0.004 -0.005
H -1.517124 2.138115 -3.268502 0.014 0.017 0.001
H 0.243633 2.302996 -3.151372 -0.005 0.015 -0.001
H -2.232242 5.123204 -2.591807 -0.009 0.003 0.010
H -2.302824 4.895134 -0.839454 -0.020 0.012 -0.010
H -3.023214 3.698654 -1.942093 0.000 0.016 -0.002
H -0.669999 3.306837 0.161501 0.003 -0.066 0.003
H -1.703089 1.160239 -1.327598 0.064 -0.015 0.017
H -2.610102 2.197167 -0.432669 -0.050 -0.089 0.001
```
Positions in Å, forces in eV/Å.

LUMO energy: -2.47 eV
Total charge: +1
Kohn-Sham gap: 7.45 eV
Highest occupied orbital energy: -9.92 eV

---

No. 2
C50H61F4N3O4PS4 | the ωB97M-V functional and the def2-TZVPD basis

Structure (XYZ):
```
127
Properties=species:S:1:pos:R:3:forces:R:3
C -2.870605 0.437592 1.509842 0.281 0.072 0.092
C -2.663813 1.745407 0.811351 -0.246 0.231 0.078
C -2.969460 2.951552 1.433872 0.139 -0.004 -0.279
C -2.759005 4.154306 0.777633 0.088 -0.340 0.062
C -2.239821 4.218338 -0.514437 -0.009 -0.192 0.164
C -2.020969 5.565496 -1.157673 0.280 0.006 -0.027
C -0.950545 6.382033 -0.405714 -0.081 -0.151 0.153
C -3.329351 6.339817 -1.281386 -0.103 -0.052 -0.230
C -1.947132 2.996175 -1.118720 -0.184 0.150 0.309
O -1.414963 3.024784 -2.406070 0.283 0.194 -0.056
C -1.886401 2.103062 -3.330511 -0.218 0.319 -0.335
C -0.799659 1.206900 -3.834040 0.300 0.232 0.340
N 0.336533 1.647634 -4.390080 -0.034 -0.233 -0.361
P 0.898637 3.343428 -4.550455 0.370 0.857 1.007
S 1.656846 4.196916 -3.036804 -0.213 -0.058 -0.130
C 1.046157 0.527276 -4.819590 -0.202 -0.510 0.058
S 2.595292 0.536612 -5.650847 0.742 0.180 0.156
O 2.966586 -0.803014 -5.963598 -0.220 -0.038 0.127
O 3.463997 1.408932 -4.926363 -0.240 0.081 -0.151
C 2.244936 1.340425 -7.326749 0.069 -0.258 0.135
F 2.592184 0.491396 -8.268064 -0.054 0.204 0.004
F 2.951982 2.453113 -7.411474 -0.088 -0.046 -0.176
F 0.940231 1.622732 -7.432753 0.024 0.042 -0.023
C 0.344682 -0.589681 -4.468108 0.066 0.233 -0.432
C 0.658911 -2.024368 -4.670686 -0.415 -0.318 0.379
C 1.386633 -2.673478 -3.469790 0.289 0.000 -0.276
C 2.272006 -1.716614 -2.697114 0.168 -0.085 -0.132
S 3.180251 -2.657132 -1.448307 0.337 -0.244 0.290
C 2.808398 -1.582954 -0.039934 0.079 0.118 0.551
S 1.579625 -1.992960 0.927064 -0.491 0.041 0.066
N 3.570719 -0.448817 0.200312 0.047 -0.113 -1.592
C 4.976516 -0.482959 -0.225584 0.157 -0.131 0.252
C 5.225977 0.148151 -1.566434 -0.058 0.144 -0.096
O 4.797419 1.496359 -1.516429 0.166 0.110 -0.240
C 3.398644 1.512012 -1.395852 0.162 0.131 0.203
C 2.908900 0.845704 -0.122905 -0.308 -0.238 0.779
N -0.808301 -0.124924 -3.854710 0.057 -0.121 -0.229
C -1.890666 -0.961124 -3.331634 0.262 0.092 0.222
C -1.583020 -1.499153 -1.923818 -0.043 -0.522 -0.260
C -2.809309 -1.643448 -1.051852 0.029 -0.405 -0.172
F -0.621522 -0.688856 -1.339327 0.140 0.110 0.033
C -2.145909 1.783774 -0.473978 -0.049 0.141 -0.158
H -3.316738 -0.297812 0.848601 -0.385 0.396 0.459
H -3.474085 0.545320 2.401976 -0.173 0.012 0.125
H -1.901269 0.042359 1.811156 0.139 -0.166 0.124
H -3.351962 2.941461 2.441239 -0.132 0.049 0.156
H -2.998529 5.069862 1.295907 -0.029 0.194 0.012
H -1.632784 5.401496 -2.156039 -0.051 -0.148 -0.255
H -0.682363 5.910082 0.533698 0.020 -0.057 0.189
H -0.039844 6.464642 -0.982078 0.242 0.079 -0.173
H -1.305047 7.380035 -0.172066 -0.023 0.207 -0.058
H -3.251736 7.080017 -2.071592 0.058 0.215 -0.061
H -4.150986 5.679072 -1.542108 -0.172 -0.069 -0.007
H -3.581974 6.868930 -0.368251 -0.076 -0.031 0.217
H -2.733973 1.530346 -2.969822 -0.031 -0.078 0.142
H -2.229424 2.665158 -4.203325 -0.181 0.034 -0.147
H 1.786253 3.174091 -5.593902 -0.141 -0.210 -0.355
H -0.254882 3.889834 -5.115982 -0.191 -0.153 -0.109
H -0.269716 -2.563066 -4.838752 -0.174 -0.074 -0.077
H 1.233257 -2.142002 -5.575692 0.221 0.120 -0.122
H 2.008867 -3.471104 -3.864936 0.063 -0.158 -0.102
H 0.699262 -3.161616 -2.792381 -0.251 0.023 0.188
H 2.994266 -1.246116 -3.356459 0.043 0.153 -0.176
H 1.689207 -0.941799 -2.210488 -0.086 0.088 0.157
H 5.552058 0.073658 0.509810 0.019 0.171 0.171
H 5.358312 -1.496618 -0.196438 -0.124 -0.228 0.014
H 4.687120 -0.355480 -2.370979 -0.059 -0.219 -0.063
H 6.281495 0.104750 -1.810452 0.216 0.246 0.028
H 2.944846 1.049599 -2.276963 -0.033 -0.171 -0.202
H 3.086531 2.551379 -1.384916 -0.016 0.067 0.044
H 1.846757 0.645332 -0.232752 -0.203 -0.008 0.117
H 3.007016 1.513829 0.726749 0.235 0.153 0.119
H -2.797285 -0.372569 -3.337029 -0.137 0.021 -0.076
H -2.004240 -1.800295 -4.003037 -0.246 -0.083 -0.215
H -1.133546 -2.477713 -2.042364 0.351 -0.095 0.116
H -3.668909 -1.093159 -1.420875 -0.084 0.287 0.075
H -3.095291 -2.687790 -1.000682 -0.103 -0.199 -0.038
H -2.574995 -1.337516 -0.039210 0.209 -0.238 -0.311
H -1.874868 0.856529 -0.959380 0.001 0.233 0.054
C -0.465911 4.541285 5.577802 0.001 0.006 -0.001
C -0.150445 3.797842 6.706372 -0.001 0.001 0.004
C -0.188154 2.411237 6.659086 0.002 0.001 0.004
C -0.536440 1.766495 5.480694 -0.012 0.004 0.009
C -0.850261 2.510752 4.352244 -0.010 -0.041 -0.042
C -0.817379 3.896999 4.400078 -0.013 0.010 -0.014
H -0.437111 5.622232 5.616526 0.002 0.012 0.003
H 0.125680 4.299736 7.624073 -0.003 0.006 0.014
H 0.054408 1.833274 7.540898 0.010 -0.005 0.009
H -0.562149 0.685040 5.442759 0.008 -0.012 -0.004
H -1.118854 2.009862 3.430267 0.015 -0.004 -0.012
H -1.064529 4.474816 3.517689 0.007 -0.002 -0.012
C -5.780476 -3.402668 2.904480 0.011 0.046 -0.006
C -6.987446 -3.265133 3.573301 -0.083 0.055 -0.025
C -7.072870 -2.449465 4.693057 -0.053 0.095 -0.055
C -5.953823 -1.760924 5.140648 -0.010 0.035 -0.028
C -4.744738 -1.897874 4.472013 0.011 0.022 -0.006
C -4.658736 -2.722173 3.357997 0.027 0.035 -0.053
H -5.714243 -4.040444 2.032708 0.007 -0.041 0.012
H -7.865567 -3.791210 3.223225 0.005 -0.041 0.007
H -8.014784 -2.346765 5.215631 -0.009 -0.002 0.007
H -6.022044 -1.123070 6.011892 0.002 0.000 0.014
H -3.869690 -1.365113 4.822306 0.014 -0.011 0.016
H -3.713193 -2.833241 2.840982 0.025 -0.018 0.012
C 9.510543 -1.312301 -3.133430 -0.014 0.010 0.002
C 10.842805 -0.944372 -3.256261 0.002 0.010 -0.004
C 11.715580 -1.135785 -2.194586 0.003 -0.003 0.000
C 11.258544 -1.699963 -1.011917 0.006 0.005 0.003
C 9.926997 -2.069969 -0.888968 -0.008 0.009 0.012
C 9.053621 -1.873428 -1.949275 -0.048 0.008 0.008
H 8.829151 -1.161932 -3.961063 -0.004 -0.004 -0.012
H 11.201318 -0.508887 -4.179544 0.004 0.009 -0.009
H 12.753425 -0.845201 -2.288964 0.013 -0.004 -0.004
H 11.940672 -1.851742 -0.186018 0.008 -0.001 0.009
H 9.571016 -2.511585 0.032658 -0.002 -0.007 0.010
H 8.013517 -2.161108 -1.852650 -0.003 -0.032 -0.010
C -5.008308 -7.954988 6.505764 0.000 -0.005 0.000
C -4.003906 -7.262977 5.843268 0.000 -0.003 -0.016
C -4.177542 -5.922645 5.527700 0.003 -0.013 0.002
C -5.351375 -5.269907 5.878533 0.094 -0.201 0.065
C -6.352528 -5.962571 6.544235 -0.019 0.004 -0.005
C -6.183519 -7.304940 6.854928 -0.005 0.003 0.002
H -4.874679 -9.000409 6.750991 0.002 -0.011 0.004
H -3.086049 -7.769471 5.573878 0.007 -0.006 -0.005
H -3.396804 -5.382770 5.006374 0.012 0.011 0.007
H -5.481692 -4.229247 5.636493 0.014 0.074 0.011
H -7.267540 -5.454334 6.821688 -0.011 0.003 -0.001
H -6.966905 -7.844526 7.370971 -0.005 -0.003 0.011
```
Positions in Å, forces in eV/Å.

LUMO energy: -3.55 eV
Total charge: +1
Kohn-Sham gap: 6.74 eV
Highest occupied orbital energy: -10.29 eV